{"formula": "C40H124N10O17", "method": "the ωB97M-V functional and the def2-TZVPD basis", "elements": ["O", "H", "H", "O", "H", "H", "O", "H", "H", "O", "H", "H", "O", "H", "H", "O", "H", "H", "O", "H", "H", "C", "C", "C", "O", "C", "N", "H", "H", "H", "H", "H", "H", "H", "H", "H", "H", "H", "C", "C", "C", "O", "C", "N", "H", "H", "H", "H", "H", "H", "H", "H", "H", "H", "H", "C", "C", "C", "O", "C", "N", "H", "H", "H", "H", "H", "H", "H", "H", "H", "H", "H", "C", "C", "C", "O", "C", "N", "H", "H", "H", "H", "H", "H", "H", "H", "H", "H", "H", "C", "C", "C", "O", "C", "N", "H", "H", "H", "H", "H", "H", "H", "H", "H", "H", "H", "C", "C", "C", "O", "C", "N", "H", "H", "H", "H", "H", "H", "H", "H", "H", "H", "H", "C", "C", "C", "O", "C", "N", "H", "H", "H", "H", "H", "H", "H", "H", "H", "H", "H", "C", "C", "C", "O", "C", "N", "H", "H", "H", "H", "H", "H", "H", "H", "H", "H", "H", "C", "C", "C", "O", "C", "N", "H", "H", "H", "H", "H", "H", "H", "H", "H", "H", "H", "C", "C", "C", "O", "C", "N", "H", "H", "H", "H", "H", "H", "H", "H", "H", "H", "H"], "xyz": [[-17.47970, -11.68587, 16.78477], [-16.53377, -11.75334, 16.52753], [-17.62339, -11.87600, 17.72357], [-23.54436, -13.78191, 13.05206], [-24.17729, -13.10015, 13.01326], [-23.31680, -13.98956, 12.14309], [-24.99120, -10.54403, 19.64853], [-24.15270, -10.12978, 19.54427], [-25.12996, -11.04804, 18.87514], [-20.90583, -8.86337, 13.09528], [-20.37324, -9.31303, 13.76948], [-21.16801, -9.59464, 12.56674], [-21.84979, -12.61169, 15.03055], [-22.06070, -13.17750, 14.22799], [-22.62723, -12.71283, 15.57694], [-23.39468, -9.77024, 15.23140], [-22.59141, -9.42144, 14.79063], [-23.96899, -8.96506, 15.37658], [-19.79429, -10.96190, 14.69370], [-20.44853, -11.54257, 15.07699], [-18.94903, -11.00179, 15.23080], [-24.58919, -12.43164, 23.80520], [-24.29184, -12.36691, 22.33899], [-22.85520, -12.00244, 22.02464], [-22.55531, -10.81114, 22.70077], [-21.33081, -10.20066, 22.43308], [-24.62078, -13.60469, 21.62715], [-24.16555, -13.27171, 24.37210], [-25.71854, -12.43490, 23.90914], [-24.24141, -11.50539, 24.28107], [-24.79654, -11.55604, 21.80313], [-22.78104, -11.90231, 20.93019], [-22.14362, -12.79916, 22.43339], [-21.31764, -9.90967, 21.37878], [-20.49711, -10.93235, 22.59792], [-21.23293, -9.38137, 23.07572], [-24.66943, -14.37210, 22.31217], [-25.55399, -13.55292, 21.15661], [-18.21258, -17.37909, 14.94358], [-18.34858, -17.64459, 16.49882], [-19.50581, -16.83477, 17.12013], [-19.52345, -17.01541, 18.55322], [-20.58894, -16.27773, 18.97748], [-18.55686, -19.04208, 16.76805], [-19.24074, -17.33480, 14.47155], [-17.67084, -18.16380, 14.41790], [-17.67820, -16.43038, 14.82522], [-17.48377, -17.20780, 17.09464], [-20.45239, -17.30285, 16.75432], [-19.37783, -15.79761, 16.72113], [-21.57564, -16.64604, 18.58969], [-20.64131, -15.19398, 18.63673], [-20.61523, -16.37563, 20.07646], [-19.09859, -19.17076, 17.65813], [-17.74832, -19.65486, 16.71930], [-12.66825, -10.62753, 15.90883], [-14.04949, -10.68506, 16.60056], [-14.89860, -9.43493, 16.35980], [-15.07038, -9.39473, 14.91674], [-16.34755, -8.99320, 14.65023], [-14.88929, -11.85611, 16.25795], [-12.06464, -11.53774, 16.26418], [-12.11115, -9.75530, 16.17829], [-12.79143, -10.64616, 14.82416], [-13.89553, -10.69494, 17.68258], [-14.46640, -8.47464, 16.75663], [-15.92993, -9.65360, 16.77275], [-16.32811, -7.92417, 14.91517], [-17.09019, -9.52789, 15.24128], [-16.63004, -9.15376, 13.62724], [-14.90833, -12.03013, 15.24380], [-14.63569, -12.70748, 16.76050], [-25.55746, -15.95240, 17.41382], [-24.06822, -15.60376, 17.30878], [-23.57762, -15.65264, 15.87018], [-23.68200, -16.95113, 15.38340], [-22.67189, -17.26042, 14.43894], [-23.73611, -14.28178, 17.81149], [-25.86215, -16.69323, 16.64877], [-26.19744, -15.07068, 17.16224], [-25.89158, -16.29278, 18.39796], [-23.46088, -16.34117, 17.86782], [-22.51464, -15.27619, 15.84932], [-24.02363, -14.83622, 15.25017], [-21.70303, -17.57118, 14.88027], [-22.50522, -16.44660, 13.69875], [-23.02045, -18.13983, 13.88611], [-22.77131, -14.23217, 18.01134], [-24.22566, -14.09190, 18.70149], [-13.80136, -13.40658, 19.38173], [-13.99992, -14.85908, 18.87925], [-14.89161, -15.64241, 19.86557], [-16.12768, -15.06531, 19.93391], [-17.05706, -15.84748, 20.63572], [-14.40504, -14.88693, 17.48829], [-13.28853, -13.33574, 20.36665], [-14.85032, -12.94390, 19.48255], [-13.23407, -12.89897, 18.64260], [-13.03201, -15.40048, 18.94223], [-14.33817, -15.55075, 20.81403], [-14.88926, -16.73518, 19.61214], [-16.68980, -16.18625, 21.58655], [-17.33266, -16.65357, 19.96632], [-17.86734, -15.13914, 20.85716], [-15.45575, -14.78779, 17.33753], [-14.07953, -15.68507, 16.98990], [-18.59261, -14.07585, 13.21113], [-17.10726, -14.09333, 13.61846], [-16.54113, -12.77914, 13.11070], [-15.13788, -12.87529, 13.18836], [-14.44802, -11.90515, 12.35686], [-16.92176, -14.20783, 15.04732], [-19.23096, -14.81486, 13.67276], [-18.70001, -14.22268, 12.08849], [-19.05879, -13.10192, 13.39410], [-16.57204, -14.90251, 13.06700], [-16.82142, -11.97455, 13.81774], [-16.96388, -12.48133, 12.15667], [-14.85726, -10.86081, 12.38063], [-14.47766, -12.31880, 11.32151], [-13.45266, -11.84677, 12.68208], [-15.97563, -14.35293, 15.37192], [-17.19357, -13.24524, 15.39681], [-22.56156, -6.22800, 15.80619], [-23.72497, -6.25089, 14.80890], [-23.36619, -6.73146, 13.42955], [-24.51082, -6.57558, 12.59101], [-24.53578, -7.68215, 11.70869], [-24.77716, -7.21840, 15.21763], [-22.78978, -5.72012, 16.78754], [-21.81603, -5.64906, 15.30099], [-22.18374, -7.25097, 15.93896], [-24.16511, -5.21976, 14.74696], [-23.08776, -7.78284, 13.48925], [-22.56190, -6.14836, 12.95774], [-24.64898, -8.62295, 12.22407], [-23.56265, -7.66966, 11.20629], [-25.33671, -7.56474, 10.90491], [-25.59513, -7.11962, 14.57318], [-25.22333, -7.05835, 16.11428], [-25.86741, -11.81894, 16.04547], [-26.21525, -12.20633, 14.65109], [-27.66394, -11.83329, 14.45444], [-28.38736, -12.66443, 15.39146], [-29.61472, -12.09866, 15.93511], [-25.28389, -11.63092, 13.61127], [-24.91853, -12.29226, 16.29660], [-26.53999, -12.28833, 16.69993], [-26.02203, -10.76818, 16.31584], [-26.14173, -13.28367, 14.61466], [-28.05475, -12.02481, 13.45244], [-27.85579, -10.73572, 14.71541], [-29.71200, -12.54749, 16.94736], [-30.54866, -12.46875, 15.38417], [-29.66632, -10.95611, 15.93081], [-25.78081, -11.23031, 12.77829], [-24.78147, -10.89612, 14.11696], [-14.89553, -9.33296, 20.39110], [-16.07190, -8.48281, 20.70864], [-16.58950, -8.05341, 19.36996], [-17.57341, -6.98657, 19.56605], [-18.02894, -6.37540, 18.32327], [-17.11203, -9.15614, 21.52678], [-15.23107, -10.07632, 19.67705], [-14.55294, -9.94077, 21.24501], [-14.05420, -8.64446, 20.02491], [-15.77923, -7.61415, 21.29700], [-16.95463, -9.02625, 18.97303], [-15.84403, -7.59624, 18.72478], [-18.67721, -5.59727, 18.67622], [-18.59146, -7.12024, 17.74701], [-17.14996, -6.01206, 17.85427], [-17.59934, -9.81840, 20.97162], [-17.74667, -8.41182, 21.78040], [-20.09680, -9.66258, 17.83920], [-20.49665, -11.09867, 18.14831], [-19.84515, -11.79991, 19.39289], [-18.53090, -11.34675, 19.55627], [-17.77362, -12.27816, 20.34503], [-21.97613, -11.18264, 18.21758], [-20.53571, -9.50587, 16.90470], [-19.00537, -9.65579, 17.78262], [-20.40483, -8.85810, 18.52808], [-20.05958, -11.63110, 17.29417], [-19.93886, -13.00494, 19.31643], [-20.45185, -11.56052, 20.29212], [-17.84269, -13.31289, 20.00029], [-18.06544, -12.23043, 21.39405], [-16.71734, -11.99625, 20.33863], [-22.38066, -10.95645, 17.32834], [-22.35911, -12.07178, 18.56896]], "forces_ev_per_angstrom": [[-1.381, 0.189, -0.293], [0.666, 0.054, 0.655], [0.245, 0.194, -0.208], [1.937, -2.127, -0.140], [-1.721, 2.198, 0.209], [0.017, -0.088, -0.072], [-1.016, 0.350, 1.534], [1.244, 0.442, -0.269], [-0.135, -0.847, -1.419], [0.235, 0.860, 0.867], [0.185, -0.137, 0.180], [-0.440, -0.946, -0.906], [0.064, -1.099, -1.260], [0.087, 0.976, 1.112], [-0.388, 0.050, 0.352], [0.066, 0.734, 0.015], [-0.533, -0.347, 0.211], [0.552, -0.452, -0.292], [2.306, 1.080, 0.165], [-0.544, -0.686, 0.340], [-1.513, -0.217, -0.535], [-1.701, 1.036, 0.727], [0.388, 0.072, -1.117], [1.323, -1.026, 0.818], [-0.894, 0.424, 0.519], [0.342, -2.224, -1.355], [-1.056, -0.734, -0.264], [0.011, -0.007, -0.487], [1.199, -0.214, 0.165], [-0.068, -0.256, -0.012], [-0.569, -0.061, 0.632], [0.301, -0.045, 0.217], [-0.627, 0.556, -0.820], [0.299, 0.330, -0.017], [-0.323, 0.564, -0.031], [0.203, 1.258, 0.869], [-0.022, 0.383, -0.634], [1.172, 0.006, 0.787], [-0.899, 0.365, 1.073], [0.635, 0.866, 0.190], [0.354, -1.602, -1.441], [0.965, 0.736, -2.205], [-2.492, 1.076, 1.338], [-1.332, -0.727, 1.150], [1.046, 0.065, 0.535], [0.085, -0.154, 0.298], [-0.342, -0.132, -0.210], [-0.214, -0.506, -0.992], [0.343, 0.637, -0.015], [-0.356, -0.393, 0.940], [0.682, -0.249, 0.241], [0.783, -0.880, 0.538], [-0.139, 0.461, -0.380], [1.129, -0.017, -1.186], [-0.183, 0.401, 0.152], [-0.210, -2.077, 0.579], [-0.026, 0.405, 0.454], [-0.424, -0.703, -0.829], [1.394, -1.046, 1.094], [-0.973, 1.469, 0.087], [0.486, 0.307, -0.445], [-0.777, 1.209, -0.737], [0.254, 0.671, 0.240], [0.091, -0.103, 0.094], [0.093, -0.265, 0.085], [-0.330, -0.834, -0.389], [1.257, 0.562, 0.062], [-1.068, 0.065, -0.325], [-0.157, 0.001, 0.280], [0.226, 0.130, -0.734], [0.354, -0.078, 0.497], [0.367, 0.152, -0.372], [-0.802, 0.668, -0.721], [0.187, -0.649, -0.036], [1.153, 1.623, 0.265], [0.415, -0.117, -0.610], [-0.004, -0.488, -0.772], [-1.940, 0.794, 0.652], [0.455, 0.099, 0.560], [0.619, -0.297, 0.200], [0.305, -0.048, -0.053], [-0.507, -0.157, -0.284], [-0.403, -0.702, 0.306], [-0.560, -0.914, 0.134], [-0.428, 0.484, 0.172], [-0.127, -0.308, 0.540], [-0.029, 0.172, 0.026], [1.281, 0.027, 0.226], [0.375, -0.161, -0.572], [-1.940, -0.505, 0.764], [0.523, -0.559, 0.893], [2.131, -0.368, -0.421], [-0.343, 0.605, -0.040], [-0.641, 0.966, -0.437], [-2.188, 1.160, -0.354], [-0.394, -0.194, -0.636], [1.618, -0.410, -0.175], [0.503, 0.739, -0.567], [-0.287, 0.438, -0.154], [-0.310, -0.196, 0.286], [-0.363, 0.668, -0.060], [0.463, -0.396, 0.490], [-0.583, -0.402, 0.307], [-0.246, -0.701, -0.181], [1.818, -0.377, 0.596], [0.100, -0.600, -0.202], [-0.275, 0.057, -1.450], [-0.120, -0.146, -1.271], [0.198, 0.342, 1.087], [0.914, 1.161, -0.824], [-1.859, -0.574, -0.791], [-1.137, 1.528, 1.029], [0.135, -0.370, 0.353], [0.316, 0.066, 1.215], [0.185, 0.019, 0.266], [-0.382, 0.355, 0.524], [-0.394, -0.095, -0.168], [0.402, -0.164, -0.631], [-0.065, -0.974, 0.158], [0.082, 0.620, 0.481], [1.402, -0.104, 0.504], [0.295, 0.019, -0.627], [0.206, -1.733, 0.157], [-0.677, -0.089, 0.003], [-1.373, 0.500, 1.033], [0.298, 0.850, -0.367], [-0.482, -0.657, 0.203], [-0.330, 0.985, -1.752], [-1.493, -0.029, -0.341], [0.033, -0.751, -1.045], [0.848, 0.373, 0.001], [-0.023, 0.311, 0.276], [0.420, -0.660, -0.112], [0.201, 0.090, -0.059], [0.150, -0.222, 0.335], [-0.190, -0.410, 0.325], [-0.081, -0.438, -0.317], [0.890, 0.020, 1.275], [1.181, -0.195, 0.333], [0.566, 0.391, 0.314], [1.119, 0.119, 0.399], [-0.198, 0.677, -1.247], [-1.342, 0.512, 0.756], [-1.131, 1.272, -0.026], [-0.583, -0.519, -0.574], [-1.068, 0.274, 0.280], [0.430, 0.768, 0.265], [-1.111, -1.024, 0.763], [0.784, 0.153, -0.505], [-0.088, -0.486, -0.229], [0.148, 0.046, -0.199], [0.398, -1.195, -0.396], [0.155, 0.706, -0.469], [1.324, 0.490, 0.314], [0.433, -1.523, 0.175], [0.473, -0.414, 1.335], [0.244, 0.067, -0.666], [1.628, -0.106, 0.592], [-0.547, 0.498, 0.935], [-1.486, 1.348, 0.191], [0.058, -1.210, -0.642], [-0.047, -1.762, 2.119], [1.384, 1.017, 0.228], [0.397, -0.118, -0.703], [0.025, 0.540, -0.084], [-1.045, -1.398, 0.230], [0.166, 0.129, -0.034], [-0.493, 0.840, -0.610], [0.497, -0.388, -0.183], [-0.306, 0.555, -0.253], [0.209, 0.290, -0.236], [0.574, 0.551, -1.052], [-0.715, -0.577, -0.616], [-0.407, -0.196, 0.058], [0.908, -0.295, 1.979], [-0.051, -0.843, 0.585], [-2.127, -1.011, -0.086], [0.839, -1.263, 0.046], [0.379, 0.390, 0.311], [0.561, -0.425, 1.040], [-0.427, 0.733, -1.678], [-0.081, 0.248, -0.326], [-0.132, -0.590, 0.054], [-0.352, -0.301, -0.059], [0.485, 2.555, -0.191], [0.355, -0.048, -0.323], [-0.198, 0.251, -0.284], [-0.312, -0.051, 0.131], [-0.149, 0.161, -0.287], [-0.295, 0.020, -0.492], [0.489, 0.506, -0.504]], "lowdin_charge": [-0.0923, -0.0333, 0.0284, -0.0463, -0.0382, 0.0550, -0.0164, 0.0125, -0.0045, -0.0513, 0.0028, 0.0227, -0.0719, 0.0567, 0.0095, -0.1071, 0.0181, 0.0169, -0.0865, -0.0273, 0.0419, -0.0674, -0.4746, -0.2311, -0.1974, -0.1034, 0.0314, 0.0809, 0.0976, 0.0757, 0.1194, 0.0978, 0.1483, 0.0819, 0.0981, 0.0716, 0.0711, 0.0892, -0.0444, -0.4380, -0.1987, -0.1811, -0.1706, 0.0207, 0.0793, 0.0646, 0.0271, 0.1363, 0.1190, 0.1404, 0.0767, 0.0847, 0.1018, 0.0919, 0.0725, -0.0393, -0.3887, -0.1680, -0.1958, -0.1437, 0.0614, 0.1005, 0.0623, 0.0619, 0.1141, 0.1386, 0.1042, 0.1020, 0.0663, 0.0838, 0.0794, 0.0517, -0.0399, -0.4316, -0.2498, -0.1629, -0.0970, 0.0573, 0.0842, 0.0799, 0.0711, 0.1166, 0.1206, 0.1125, 0.0696, 0.0896, 0.0882, 0.0292, 0.0790, -0.0506, -0.4193, -0.2569, -0.2020, -0.0810, 0.0371, 0.0908, 0.0855, 0.0400, 0.1433, 0.1250, 0.1384, 0.0879, 0.0850, 0.0830, 0.0977, 0.0652, -0.0569, -0.4303, -0.2359, -0.2062, -0.0712, 0.0555, 0.0510, 0.1001, 0.0573, 0.1512, 0.1182, 0.1258, 0.0978, 0.0988, 0.0545, 0.0479, 0.0647, -0.0432, -0.4087, -0.2259, -0.1934, -0.1096, 0.0166, 0.0982, 0.0657, 0.0689, 0.1485, 0.0790, 0.1417, 0.0670, 0.0875, 0.1111, 0.1038, 0.0858, -0.0737, -0.4092, -0.1988, -0.2283, -0.0960, 0.0475, 0.0632, 0.0562, 0.0965, 0.1281, 0.1194, 0.1369, 0.0830, 0.0913, 0.0974, 0.0976, 0.0378, -0.0806, -0.4590, -0.2027, -0.2036, -0.0637, 0.0810, 0.0494, 0.0864, 0.1162, 0.1412, 0.1167, 0.1105, 0.0798, 0.0753, 0.0677, 0.0182, 0.0691, -0.0500, -0.3904, -0.1848, -0.2253, -0.0837, 0.0734, 0.0395, 0.0591, 0.0912, 0.1028, 0.1554, 0.0861, 0.0613, 0.0969, 0.0742, 0.0380, 0.0530], "de_lowest_ev": 1.495, "gap_ev": 9.22, "homo_energy_ev": -8.76}